Record 1
Below is a 10-piece molecular cluster, C37H62O30 overall in a non-equilibrium geometry, with properties calculated with ωB97M-V/def2-TZVPD.

Summary:
* LUMO: -0.0107 Ha
* SMILES string: C[C@H]1COC(=O)O1.C[C@H]1COC(=O)O1.C[C@H]1COC(=O)O1.C[C@H]1COC(=O)O1.C[C@H]1COC(=O)O1.CCOC(=O)OC.CCOC(=O)OC.COC(=O)OC.COC(=O)OC.O=C1OCCO1
* orbital gap: 10.29 eV
* total energy: -100794.306 eV
* E_HOMO: -10.6 eV

ORCA input file:
```
! wB97M-V def2-TZVPD RIJCOSX def2/J DEFGRID3
* xyz 0 1
C -20.22828 0.58951 3.78377
C -19.46755 1.12988 2.53171
C -19.82918 0.59653 1.14978
O -20.45889 1.72070 0.52519
C -20.29242 2.82647 1.29418
O -20.68860 3.97335 0.96789
O -19.77981 2.47653 2.41980
H -21.30013 0.78309 3.82579
H -19.62979 1.09250 4.54332
H -20.02053 -0.48037 3.80073
H -18.38673 1.12513 2.67290
H -20.55330 -0.21153 1.25364
H -18.91276 0.21876 0.69640
C -1.47752 -3.59722 -3.25962
C -2.41836 -3.74933 -2.00336
C -2.15161 -2.70679 -0.89131
O -3.50608 -2.36840 -0.55264
C -4.33353 -2.54154 -1.65857
O -5.45058 -1.99198 -1.83812
O -3.73675 -3.39991 -2.44110
H -1.64883 -4.36348 -4.01566
H -0.48027 -3.91509 -2.95535
H -1.49573 -2.62997 -3.76180
H -2.27885 -4.73754 -1.56510
H -1.81279 -1.77347 -1.34100
H -1.67729 -3.01831 0.03932
C -15.53761 1.38582 -3.27020
C -14.25678 1.63260 -2.37386
C -12.85724 1.43587 -2.96111
O -12.09964 2.55234 -2.67133
C -12.96165 3.53875 -2.48252
O -12.69031 4.69019 -2.20013
O -14.25653 3.01011 -2.35527
H -15.96429 0.39127 -3.40020
H -15.45373 1.80114 -4.27449
H -16.42619 1.82286 -2.81466
H -14.37369 1.22994 -1.36773
H -12.78425 1.21958 -4.02693
H -12.41733 0.59545 -2.42421
C -4.37353 -0.46783 5.88739
C -3.17880 0.51660 5.79374
C -2.53827 0.74736 7.11351
O -1.27547 0.15916 6.94755
C -1.08089 -0.26471 5.67577
O -0.10936 -0.81196 5.18198
O -2.13873 0.03968 4.98786
H -4.60306 -0.90125 4.91396
H -5.26909 0.07042 6.19780
H -4.15410 -1.26754 6.59478
H -3.38142 1.43836 5.24839
H -3.20721 0.28551 7.83966
H -2.61842 1.80667 7.35752
C -15.19997 6.50577 5.56050
C -14.66999 6.55710 4.12505
C -15.70873 6.28921 3.03749
O -15.30999 7.17851 1.96690
C -14.60683 8.12231 2.43776
O -14.49024 9.21689 1.89522
O -14.25636 7.81739 3.75290
H -15.73627 7.41105 5.84500
H -14.36442 6.56022 6.25835
H -15.76851 5.62555 5.86060
H -13.84098 5.85608 4.02799
H -16.74184 6.50062 3.31331
H -15.75382 5.22684 2.79784
C -13.81174 -1.25557 8.43101
C -13.71143 -0.44339 7.22247
O -12.54106 -0.79298 6.51288
C -12.39194 -0.53751 5.27459
O -13.23180 -0.01043 4.55630
O -11.13591 -1.00219 4.96934
C -10.79648 -1.39009 3.61795
H -14.83457 -1.18761 8.80157
H -13.19007 -0.94280 9.26995
H -13.63034 -2.29773 8.16811
H -13.66700 0.59733 7.54342
H -14.67718 -0.57331 6.73407
H -9.96512 -0.88450 3.12670
H -11.62199 -1.39864 2.90621
H -10.39778 -2.40392 3.58206
C -6.87400 5.30350 2.34951
C -7.54165 6.43626 1.47940
O -6.84086 7.67426 1.52545
C -5.99166 8.01189 0.56105
O -5.75913 7.40424 -0.51054
O -5.50965 9.19858 0.91715
C -4.61234 9.85269 0.09737
H -6.47816 5.72844 3.27192
H -6.00434 5.05307 1.74201
H -7.53312 4.47494 2.60863
H -8.53930 6.69908 1.83117
H -7.73834 6.17686 0.43916
H -5.01256 9.87384 -0.91628
H -3.60358 9.44586 0.02678
H -4.40460 10.87719 0.40615
C -19.49727 -1.44902 14.38357
O -18.98344 -2.40441 13.52686
C -19.60147 -3.52565 13.26639
O -20.72350 -3.85873 13.60396
O -18.76596 -4.17518 12.45691
C -19.15523 -5.30704 11.66635
H -18.78325 -0.72273 14.77189
H -20.08782 -1.93827 15.15815
H -20.21107 -0.90975 13.76087
H -19.63204 -4.99660 10.73663
H -19.83198 -5.95655 12.22156
H -18.23471 -5.89053 11.64964
C -9.89396 -0.99404 14.55512
O -9.86430 -2.42641 14.72270
C -9.64604 -3.22011 13.59022
O -9.62689 -4.48985 13.63039
O -9.59299 -2.46369 12.43794
C -9.57885 -2.98551 11.15018
H -10.05763 -0.56763 15.54481
H -10.65904 -0.67371 13.84792
H -8.97711 -0.54443 14.17389
H -10.42061 -3.66495 11.01635
H -8.61565 -3.45852 10.95889
H -9.73600 -2.15986 10.45614
O -9.14164 -7.77690 4.80173
C -8.36193 -7.39184 3.93223
O -7.06825 -6.92100 4.07428
C -6.62005 -6.25088 2.91128
C -7.63156 -6.74652 1.88187
O -8.70063 -7.22416 2.64449
H -6.80521 -5.18655 3.05628
H -5.58865 -6.28067 2.55994
H -7.29219 -7.53527 1.21043
H -8.05248 -5.95318 1.26417
*
```

***

Record 2
Below is C37H63ClFN9O3P3SSc as an isolated structure, with properties calculated with ωB97M-V/def2-TZVPD.

Summary:
* LUMO: -0.1344 Ha
* orbital gap: 8.83 eV
* total energy: -133587.822 eV
* E_HOMO: -12.5 eV

ORCA input file:
```
! wB97M-V def2-TZVPD RIJCOSX def2/J DEFGRID3
* xyz 2 1
Sc -0.30555 -0.34357 0.40096
Cl -1.21357 0.20028 3.05908
C -1.29744 -1.29953 3.97607
C -2.11119 -1.27286 5.09640
C -2.22896 -2.41817 5.86730
C -1.54317 -3.57095 5.51077
C -0.73495 -3.57279 4.38778
C -0.58695 -2.43313 3.59522
P 0.51319 -2.43362 2.13507
C 0.30849 -4.12672 1.50185
C -0.80889 -4.35609 0.69548
C -1.05400 -5.62347 0.19091
C -0.17704 -6.66554 0.46737
C 0.93619 -6.44154 1.26410
C 1.17551 -5.17762 1.78829
C 2.17412 -2.42007 2.88554
C 3.27860 -2.56187 2.04162
C 4.56987 -2.48116 2.53868
C 4.77539 -2.24541 3.89386
C 3.68687 -2.09276 4.73859
C 2.39220 -2.17696 4.23917
H -2.64644 -0.37057 5.35331
H -2.86438 -2.40835 6.74173
H -1.64148 -4.46845 6.10495
H -0.20939 -4.47865 4.11208
H -1.49083 -3.54112 0.47986
H -1.93173 -5.80197 -0.41641
H -0.36631 -7.65317 0.06946
H 1.61329 -7.25418 1.49013
H 2.04144 -5.01566 2.41816
H 3.12559 -2.74320 0.98338
H 5.41565 -2.60840 1.87618
H 5.78124 -2.19179 4.28787
H 3.84162 -1.91659 5.79471
H 1.55424 -2.06190 4.91336
F -1.86745 -1.30040 0.58939
C 1.90966 -3.88545 -1.57596
P 1.59265 -2.17673 -1.99067
C 0.86909 -2.18808 -3.63023
C 3.16254 -1.31510 -2.06645
O 0.67285 -1.48434 -0.99486
H 2.48630 -4.33845 -2.38330
H 0.95812 -4.40893 -1.47695
H 2.45576 -3.98926 -0.64041
H 1.64606 -2.25788 -4.39116
H 0.28912 -1.27444 -3.76254
H 0.20335 -3.04575 -3.72646
H 3.90302 -1.90037 -2.61029
H 3.51197 -1.12772 -1.05038
H 3.02765 -0.35713 -2.56787
C 3.87692 1.58294 3.62232
N 3.10895 0.85463 2.63198
C 1.95051 1.28718 2.11429
N 1.52671 2.50500 2.41678
O 1.29474 0.52647 1.33817
H 4.72117 0.96850 3.91907
H 3.28020 1.80196 4.51113
H 4.27126 2.51625 3.21377
H 3.33402 -0.11068 2.44520
H 2.12215 3.13999 2.91857
H 0.73942 2.90761 1.90500
C 1.93901 6.85039 2.15934
N 1.18377 5.68961 1.72829
C -0.13188 5.52979 1.91795
N -0.77999 6.45055 2.64189
S -0.95280 4.18745 1.28365
H 2.97949 6.70724 1.88077
H 1.89432 6.96972 3.24359
H 1.58176 7.76541 1.68038
H 1.62482 5.01201 1.10942
H -0.34485 7.29814 2.96199
H -1.77014 6.33806 2.77027
N 2.71672 4.28045 -0.18620
N 2.02929 3.16183 -0.77094
H 2.83650 5.03125 -0.86362
H 3.64400 3.96589 0.07507
H 2.32519 3.04371 -1.73645
H 1.03419 3.37555 -0.76986
O -1.07186 1.03340 -0.86413
P -1.99876 0.89194 -2.08121
N -0.96784 0.74014 -3.36972
C -1.51208 0.80053 -4.74729
C -0.52983 1.68386 -5.51100
C 0.79074 1.42095 -4.79307
C 0.36914 1.37069 -3.32959
N -3.00449 2.17710 -2.12668
C -4.26767 2.22624 -2.90296
C -4.16587 3.52911 -3.67910
C -3.49183 4.44526 -2.66431
C -2.43743 3.54720 -2.02006
N -2.99253 -0.39503 -2.16872
C -4.17006 -0.50711 -1.26096
C -4.39703 -2.01053 -1.11062
C -3.77635 -2.59367 -2.37676
C -2.53104 -1.73999 -2.56474
H -2.52473 1.19981 -4.75645
H -1.55087 -0.20471 -5.17735
H -0.80691 2.73567 -5.41274
H -0.49866 1.44086 -6.57114
H 1.53772 2.19194 -4.97529
H 1.20656 0.46296 -5.11325
H 0.31868 2.38427 -2.92326
H 1.03949 0.79503 -2.68911
H -5.11057 2.26897 -2.20831
H -4.38379 1.34053 -3.52447
H -5.13735 3.89110 -4.00935
H -3.53000 3.40089 -4.55936
H -4.21772 4.76198 -1.91401
H -3.05259 5.33755 -3.10550
H -2.24342 3.80626 -0.98373
H -1.49508 3.61221 -2.57368
H -5.02981 -0.02714 -1.72850
H -3.97458 -0.02045 -0.30562
H -5.45491 -2.24576 -1.01448
H -3.87698 -2.37771 -0.22725
H -4.44769 -2.45998 -3.22693
H -3.53957 -3.65338 -2.29314
H -2.17547 -1.73268 -3.59449
H -1.72429 -2.08759 -1.90823
*
```

***

Record 3
Below is a 5-piece molecular cluster, C37H63I2N3O16S overall in a non-equilibrium geometry, with properties calculated with ωB97M-V/def2-TZVPD.

Summary:
* LUMO: 0.0016 Ha
* SMILES string: CCC[C@@H](C)[C@@]1(/C(I)=C(/C)I)C(=O)N[C@H](C)[C@@]1(CCCCCCCSc1nnco1)COC(C)=O.COC(=O)OC.COC(=O)OC.COC(=O)OC.COC(=O)OC
* orbital gap: 8.84 eV
* total energy: -103656.792 eV
* E_HOMO: -8.8 eV

ORCA input file:
```
! wB97M-V def2-TZVPD RIJCOSX def2/J DEFGRID3
* xyz 0 1
C 4.49076 -3.43857 4.14406
C 3.85681 -3.30143 2.73510
C 4.61800 -2.24512 1.93271
C 4.34414 -2.09151 0.42298
C 4.22181 -3.46084 -0.24387
C 3.17795 -1.10206 -0.00563
C 3.36078 -0.94708 -1.51938
I 5.17685 0.02584 -2.09457
C 2.66676 -1.36115 -2.57281
C 3.06784 -1.19825 -4.01518
I 0.83016 -2.37049 -2.41858
C 1.89001 -1.71817 0.59881
O 1.53430 -2.86501 0.57383
N 1.23726 -0.77607 1.37656
C 2.30303 0.08498 1.97534
C 1.72062 1.24632 2.76250
C 3.18163 0.30918 0.73781
C 2.55151 1.44134 -0.12972
C 1.23457 1.20025 -0.90324
C -0.00846 1.90942 -0.34678
C -1.34397 1.14391 -0.54398
C -1.96779 0.73741 0.78470
C -3.42769 0.25549 0.69261
C -3.59439 -1.26993 0.56312
S -4.51102 -1.81524 -0.92196
C -3.76486 -0.87568 -2.17469
N -4.27426 0.20570 -2.66720
N -3.38874 0.63888 -3.64508
C -2.43313 -0.21412 -3.65833
O -2.60228 -1.20761 -2.76514
C 4.58144 0.85211 1.14864
O 4.67217 1.02853 2.58338
C 5.89526 0.86612 3.10536
C 5.87045 0.47131 4.55168
O 6.89873 1.04737 2.48815
H 3.82974 -3.02460 4.90556
H 4.63566 -4.48186 4.41182
H 5.43530 -2.90370 4.21805
H 2.82648 -2.99184 2.89415
H 3.89099 -4.27533 2.26127
H 5.67365 -2.52423 2.00364
H 4.53815 -1.30918 2.47277
H 5.26345 -1.67485 0.01807
H 3.42780 -4.06837 0.16800
H 5.16066 -3.99099 -0.06318
H 4.11052 -3.38892 -1.32285
H 3.13864 -0.14499 -4.27924
H 4.02894 -1.68292 -4.18477
H 2.35959 -1.69571 -4.66680
H 0.72054 -1.30674 2.07060
H 2.75277 -0.55540 2.73349
H 1.30069 2.04780 2.16960
H 0.91762 0.85028 3.38664
H 2.47095 1.63172 3.44497
H 2.40314 2.31286 0.50643
H 3.29371 1.76112 -0.85251
H 1.37749 1.55460 -1.92623
H 1.01079 0.14642 -1.01107
H -0.12283 2.85977 -0.86687
H 0.07157 2.14341 0.71165
H -1.15781 0.25922 -1.15295
H -2.03478 1.80901 -1.06338
H -1.37076 -0.05413 1.23742
H -1.95735 1.59379 1.46022
H -3.91919 0.54130 1.62264
H -3.94379 0.76260 -0.12007
H -4.17011 -1.66011 1.39697
H -2.62900 -1.77159 0.55902
H -1.55038 -0.22134 -4.27048
H 5.39166 0.20191 0.84568
H 4.77907 1.81341 0.68357
H 6.04279 1.37447 5.13611
H 4.89606 0.08097 4.82751
H 6.66742 -0.23744 4.73858
C -11.79352 0.56147 -2.64271
O -10.73671 -0.24666 -3.16187
C -9.51289 0.18245 -2.84213
O -9.26580 1.15566 -2.17883
O -8.62779 -0.64715 -3.38037
C -7.25766 -0.30594 -3.11835
H -12.71752 0.09936 -2.97727
H -11.76486 0.58019 -1.55497
H -11.72846 1.57601 -3.03103
H -7.05182 -0.32018 -2.05199
H -7.01763 0.67057 -3.53018
H -6.65873 -1.06349 -3.61373
C -4.66530 3.27010 3.65035
O -3.48951 2.66622 4.19788
C -3.65941 2.12999 5.40508
O -4.68272 2.12048 6.03540
O -2.49805 1.60309 5.79308
C -2.53687 0.98926 7.08430
H -4.38147 3.65742 2.67609
H -5.45456 2.53051 3.53032
H -5.00966 4.08522 4.28303
H -3.25062 0.16812 7.09760
H -2.79789 1.71874 7.84807
H -1.53615 0.60939 7.26633
C 2.34473 -5.61214 -4.63574
O 3.61649 -6.05042 -5.12147
C 4.61651 -5.23113 -4.80545
O 4.51711 -4.20398 -4.18296
O 5.74558 -5.73624 -5.29547
C 6.90837 -4.94849 -5.02588
H 1.61258 -6.34725 -4.95548
H 2.35156 -5.55274 -3.54905
H 2.09235 -4.64034 -5.05586
H 7.07004 -4.85768 -3.95368
H 6.81402 -3.96024 -5.47146
H 7.74073 -5.47755 -5.47939
C -4.24679 4.73347 -0.95508
O -3.74399 6.06701 -0.81271
C -2.41971 6.16181 -0.90445
O -1.66340 5.24332 -1.08250
O -2.07746 7.44062 -0.76474
C -0.67079 7.68373 -0.84352
H -5.32557 4.80663 -0.85880
H -3.99240 4.32719 -1.93179
H -3.84887 4.08911 -0.17244
H -0.28312 7.38179 -1.81433
H -0.14479 7.15236 -0.05287
H -0.54365 8.75408 -0.71412
*
```

***

Record 4
Below is a 8-piece molecular cluster, C37H64F3N9O5S overall in a non-equilibrium geometry, with properties calculated with ωB97M-V/def2-TZVPD.

Summary:
* LUMO: -0.0433 Ha
* SMILES string: COCCCCCCN(N(C(=O)F)C(=O)F)S(=O)(=O)F.CCCC#N.CCCC#N.CCCC#N.CCCC#N.CCCC#N.CCCC#N.CCCC#N
* orbital gap: 7.96 eV
* total energy: -82035.852 eV
* E_HOMO: -9.1 eV

ORCA input file:
```
! wB97M-V def2-TZVPD RIJCOSX def2/J DEFGRID3
* xyz 0 1
C -1.62695 -7.07162 -0.22539
O -1.06432 -6.54353 1.01150
C -2.12694 -6.19062 1.94039
C -1.55195 -6.51041 3.42863
C -0.13589 -5.79960 3.68059
C -0.41122 -4.21299 3.94711
C 0.93939 -3.35119 4.01387
C 1.56282 -3.02607 2.53746
N 0.55510 -2.16401 1.84310
N 0.73045 -2.08163 0.46735
C 2.12865 -2.21570 0.03029
O 3.04735 -1.40723 0.21236
F 2.46528 -3.44740 -0.63337
C -0.20325 -2.92589 -0.28932
O -1.09892 -3.64243 0.16925
F -0.07602 -2.85263 -1.72212
S 0.47109 -0.55751 2.49038
O 1.67669 -0.11662 3.25546
O -0.81699 -0.49314 3.29043
F 0.18341 0.44966 1.14991
H -1.68653 -8.22090 -0.09097
H -0.93243 -6.78681 -1.10624
H -2.68560 -6.64912 -0.43641
H -2.43535 -5.09662 1.91772
H -3.03130 -6.84615 1.70067
H -1.55031 -7.64495 3.65630
H -2.33088 -6.06301 4.15813
H 0.33112 -6.25589 4.63658
H 0.62052 -5.93802 2.83462
H -1.20414 -3.78329 3.24110
H -0.88089 -4.17490 5.00714
H 1.77844 -3.94155 4.55556
H 0.78756 -2.40166 4.64406
H 1.71474 -4.06028 2.05318
H 2.56541 -2.49213 2.76373
C 6.09327 -0.18568 -3.32831
C 5.71084 -0.35967 -1.86211
C 6.58236 0.47029 -0.91688
C 8.02029 0.05338 -1.04847
N 9.15252 -0.27607 -1.15286
H 7.11321 -0.52756 -3.52218
H 5.42783 -0.77255 -3.96643
H 6.01810 0.86335 -3.63147
H 5.78504 -1.41988 -1.59978
H 4.66453 -0.06844 -1.73063
H 6.26119 0.32226 0.11744
H 6.49546 1.53523 -1.14968
C -0.84876 3.61125 0.58456
C -1.38610 3.78595 2.00085
C -2.74177 4.49483 2.03968
C -2.61713 5.86898 1.44382
N -2.51730 6.95116 0.97450
H -0.67038 4.57444 0.09894
H 0.10438 3.07627 0.60374
H -1.54865 3.03859 -0.03240
H -0.65583 4.34990 2.59033
H -1.48465 2.80115 2.46778
H -3.08995 4.58382 3.07194
H -3.48856 3.92709 1.47779
C 3.03704 2.21806 5.57260
C 1.74729 2.49256 6.33832
C 1.87063 2.20197 7.83570
C 2.20877 0.75296 8.04821
N 2.47477 -0.38879 8.21382
H 3.32123 1.16398 5.62661
H 2.91095 2.46605 4.51579
H 3.86287 2.81829 5.96713
H 0.94341 1.88613 5.90806
H 1.46809 3.54143 6.20008
H 0.92780 2.42618 8.34120
H 2.65161 2.82186 8.28458
C -5.66373 -2.59062 5.04939
C -4.32201 -2.05998 4.55498
C -4.19318 -2.09438 3.03048
C -4.31435 -3.50966 2.53917
N -4.40978 -4.62636 2.15344
H -5.80385 -3.64187 4.78448
H -5.72187 -2.52015 6.13836
H -6.49301 -2.01528 4.62620
H -3.51843 -2.64976 5.00819
H -4.19824 -1.02924 4.90003
H -3.22245 -1.69253 2.72641
H -4.97322 -1.48561 2.56477
C 1.68792 5.14174 -4.03534
C 1.48166 4.35212 -2.74746
C 0.66203 3.07685 -2.95735
C -0.70135 3.42865 -3.48325
N -1.77542 3.70683 -3.89744
H 0.73927 5.48863 -4.45172
H 2.30026 6.02579 -3.84486
H 2.19410 4.53357 -4.79149
H 0.98600 4.99502 -2.01267
H 2.45857 4.08459 -2.33347
H 0.55328 2.54037 -2.01082
H 1.16101 2.41249 -3.66843
C -0.46788 6.50960 -9.01435
C -1.16427 6.34263 -7.66774
C -0.85440 7.48021 -6.69206
C 0.62272 7.53202 -6.41956
N 1.78660 7.57131 -6.20568
H 0.62019 6.49483 -8.91010
H -0.74033 5.69219 -9.68657
H -0.75551 7.45217 -9.49044
H -0.86339 5.38575 -7.22890
H -2.24513 6.29632 -7.82969
H -1.38570 7.32216 -5.74978
H -1.17607 8.43995 -7.10580
C -1.55978 -2.55087 -6.18974
C -2.85454 -2.28710 -5.42827
C -2.73788 -2.59007 -3.93269
C -2.39594 -4.03933 -3.72942
N -2.12738 -5.18143 -3.57074
H -1.27234 -3.60447 -6.14330
H -1.68088 -2.29401 -7.24500
H -0.73805 -1.95143 -5.78550
H -3.65407 -2.89218 -5.86777
H -3.13640 -1.23805 -5.55874
H -3.68411 -2.37307 -3.43030
H -1.96122 -1.97132 -3.47478
*
```